[1]
C19H28BCl4F6NO19S2Y | ωB97M-V/def2-TZVPD

XYZ file:
```
81
Properties=species:S:1:pos:R:3:forces:R:3
Y -2.163 -1.159 2.024 0.1 -1.1 -1.9
N -0.547 -0.650 0.673 1.8 -2.8 2.0
S -0.351 0.357 -0.522 0.4 3.1 -2.8
O 0.093 -0.118 -1.852 -1.9 1.3 1.7
O -0.235 1.763 -0.087 0.1 -1.9 -1.0
F -2.003 0.266 -0.616 -1.4 0.6 -1.2
S 1.156 -1.077 0.414 2.3 0.4 0.8
O 2.032 -0.027 0.944 -0.5 -1.9 0.2
O 1.542 -1.930 -0.688 -0.4 0.2 0.5
F 1.155 -2.256 1.558 -0.3 1.1 0.1
B -0.598 -3.969 3.913 0.9 -3.8 2.6
F -1.568 -4.753 4.508 -3.2 -0.2 -1.2
F 0.111 -3.752 5.051 2.2 2.7 0.8
F 0.117 -4.785 3.094 0.5 0.3 -1.8
F -1.060 -2.808 3.248 -1.1 2.3 -0.6
C -5.494 -1.833 -2.583 -0.7 -0.6 -1.9
C -5.088 -3.249 -2.180 -1.2 0.2 -0.6
O -4.479 -3.070 -0.927 0.7 2.0 0.8
C -4.586 -1.737 -0.590 1.4 -2.5 2.1
O -4.179 -1.332 0.497 0.1 0.0 -0.5
O -5.195 -1.050 -1.485 0.1 1.9 1.2
H -6.564 -1.757 -2.776 0.1 0.1 -0.1
H -4.923 -1.441 -3.425 -0.1 -0.1 -0.1
H -4.458 -3.646 -2.976 0.2 -0.5 0.6
H -5.981 -3.836 -1.966 0.2 -0.4 -0.5
C 0.848 4.888 0.020 -0.6 -0.6 -0.7
C 2.293 4.610 0.095 1.1 -0.7 -1.3
O 2.858 5.858 0.447 0.8 0.1 0.9
C 1.981 6.842 0.174 2.1 2.5 1.7
O 2.278 8.026 0.328 -1.2 -2.6 -0.9
O 0.811 6.330 -0.138 -1.7 -0.7 -0.5
H 0.275 4.493 0.858 -0.1 0.7 0.2
H 0.521 4.332 -0.859 -0.7 0.6 -0.1
H 2.694 4.405 -0.898 -0.1 -0.1 -0.2
H 2.537 3.703 0.648 0.3 0.7 0.8
C 4.824 -2.760 2.291 -1.2 -1.7 0.4
C 4.910 -3.997 1.371 -1.6 1.3 0.7
O 6.284 -4.253 1.351 1.2 0.5 -0.3
C 6.923 -3.068 1.568 2.3 0.7 -1.5
O 8.072 -2.802 1.253 -2.4 -1.0 1.0
O 6.069 -2.146 2.051 0.2 0.2 0.3
H 4.709 -3.138 3.307 0.4 0.5 0.4
H 3.962 -2.135 2.056 0.4 0.3 -0.1
H 4.490 -3.595 0.449 0.4 -0.8 -0.8
H 4.372 -4.871 1.740 0.0 0.2 -0.1
C -0.907 -3.856 -2.500 1.8 -0.2 -0.9
C 0.154 -4.611 -1.730 0.4 -0.7 -1.5
O -0.194 -4.417 -0.376 -0.1 -1.4 1.0
C -1.276 -3.717 -0.264 -0.3 3.3 -0.1
O -1.758 -3.281 0.796 0.3 -0.9 -2.1
O -1.661 -3.243 -1.523 -1.3 0.2 2.8
H -1.481 -4.584 -3.072 -0.3 0.5 -0.3
H -0.313 -3.153 -3.085 -1.0 0.5 -0.4
H 1.170 -4.271 -1.932 -0.2 0.2 0.5
H 0.046 -5.612 -2.149 0.4 -0.6 1.3
C -3.032 4.858 1.539 -1.4 0.4 0.8
C -4.332 4.540 2.244 -2.1 1.2 0.1
O -4.253 3.201 2.614 2.0 -2.6 -0.1
C -3.246 2.593 1.880 -0.5 3.0 0.4
O -3.024 1.416 1.894 0.4 -0.7 0.2
O -2.555 3.564 1.187 -0.3 -1.7 0.3
H -2.441 5.340 2.318 0.8 -0.2 -0.5
H -3.236 5.529 0.705 0.6 -0.4 -0.3
H -5.303 4.571 1.749 0.3 0.5 -1.1
H -4.522 5.217 3.077 0.5 -0.4 0.5
Cl 4.639 0.535 -1.771 -0.8 -0.3 -0.1
C 5.956 0.499 -0.606 1.4 0.5 -2.3
C 5.695 0.761 0.797 0.1 1.0 1.0
Cl 5.217 2.523 1.134 0.0 -1.1 -0.3
H 6.646 1.238 -1.013 0.0 0.3 0.3
H 6.542 -0.410 -0.744 -0.5 -0.4 0.3
H 6.711 0.722 1.189 -0.4 -0.3 0.8
H 4.979 0.069 1.239 0.1 0.4 0.2
Cl -2.340 0.765 -4.051 -0.9 0.4 0.3
C -3.371 2.060 -3.252 0.4 0.5 -1.6
C -2.377 3.155 -2.909 1.0 -0.2 1.1
Cl -3.099 4.686 -2.369 -0.6 0.1 0.4
H -4.031 1.575 -2.533 0.7 0.3 0.5
H -4.019 2.540 -3.986 -0.1 -0.6 -0.4
H -1.744 3.493 -3.728 -0.4 -0.7 -0.4
H -1.687 2.828 -2.131 -0.1 0.0 0.2
```
Forces are in eV/Å.

As for the multiplicity: 2. The calculation puts the total energy at -150336.6734 eV. For the highest occupied orbital energy (spin up / spin down), the calculation gives -0.23042 / -0.37130 Eh. The gap between HOMO and LUMO (spin up / spin down) comes out at 4.74 / 8.37 eV.

So, what does the Löwdin scheme give us? The charges, in e, come out as: 1.848, -0.457, 0.468, -0.321, -0.314, -0.296, 0.555, -0.316, -0.296, -0.222, -1.357, 0.119, 0.152, 0.168, 0.026, -0.103, -0.098, 0.071, -0.504, 0.020, 0.131, 0.143, 0.134, 0.138, 0.140, -0.114, -0.154, 0.070, -0.569, 0.113, 0.089, 0.123, 0.123, 0.136, 0.112, -0.118, -0.128, 0.067, -0.523, 0.128, 0.049, 0.134, 0.117, 0.131, 0.141, -0.147, -0.099, 0.140, -0.447, 0.012, 0.051, 0.132, 0.146, 0.136, 0.134, -0.104, -0.156, 0.068, -0.447, 0.071, 0.061, 0.140, 0.126, 0.136, 0.136, 0.577, -0.723, -0.590, 0.523, 0.065, 0.081, 0.080, 0.059, 0.546, -0.575, -0.686, 0.563, 0.063, 0.063, 0.066, 0.043

[2]
C40H61N7O27 | ωB97M-V/def2-TZVPD

XYZ file:
```
135
Properties=species:S:1:pos:R:3:forces:R:3
O 3.180 0.921 -9.401 0.1 -0.4 1.5
C 4.305 0.697 -8.983 0.5 -0.1 -1.4
C 5.421 0.861 -9.842 2.0 0.7 -2.3
C 6.701 0.765 -9.471 3.1 -0.2 -0.5
O 7.811 0.957 -10.297 -2.9 0.2 -0.4
C 7.101 0.356 -8.101 0.9 0.0 2.1
O 8.285 0.335 -7.728 -1.9 0.0 -1.1
C 5.982 0.040 -7.200 -0.4 -0.3 -1.1
C 4.716 0.161 -7.667 -1.6 0.2 2.5
O 3.663 -0.055 -6.836 1.0 -0.4 0.2
H 5.265 1.098 -10.884 -0.4 0.2 -0.1
H 8.670 0.874 -9.876 -0.2 -0.3 1.0
H 6.172 -0.388 -6.227 0.0 0.2 0.1
H 2.833 0.070 -7.302 -0.3 0.2 -0.5
O -0.199 1.637 7.078 -0.3 -1.4 1.0
C -0.406 0.688 7.832 0.1 0.7 1.8
C -0.490 0.753 9.350 -0.5 -0.6 -0.5
C -0.817 -0.322 10.148 0.7 1.2 0.6
O -0.794 -0.270 11.545 -0.1 -0.2 -2.5
C -1.114 -1.669 9.521 -0.9 -0.9 1.2
O -1.541 -2.670 10.080 0.4 1.2 0.9
C -0.892 -1.756 8.141 1.4 1.6 -3.2
C -0.525 -0.693 7.356 -0.6 -2.4 -0.2
O -0.263 -0.890 6.061 -0.2 0.0 0.3
H -0.317 1.763 9.694 0.0 0.0 0.6
H -0.290 0.534 11.699 0.0 0.3 0.6
H -0.892 -2.724 7.662 -0.3 -0.1 0.2
H -0.185 0.000 5.710 0.3 0.6 -0.7
O -8.962 1.008 4.133 0.5 -1.1 2.1
C -8.948 0.246 5.114 -0.3 -0.3 -1.6
C -10.006 -0.681 5.414 -1.6 0.0 -0.5
C -9.992 -1.543 6.423 -1.7 -3.4 2.0
O -11.053 -2.410 6.719 0.8 1.8 -1.5
C -8.840 -1.809 7.380 1.3 2.1 -0.4
O -8.813 -2.591 8.319 -0.6 0.7 -1.6
C -7.758 -0.849 7.014 1.1 -0.4 0.9
C -7.790 0.037 6.021 0.6 2.2 -1.4
O -6.802 0.946 5.767 0.3 -1.3 1.4
H -10.872 -0.655 4.768 -0.2 0.0 0.0
H -10.734 -3.076 7.332 0.3 -0.1 0.5
H -6.831 -0.804 7.567 0.0 -0.4 0.4
H -6.836 1.282 4.868 -0.6 0.1 -0.4
O 2.037 -5.248 2.858 1.3 1.2 -2.0
C 2.967 -4.878 2.132 2.4 -1.2 1.2
C 4.384 -5.345 2.310 -0.8 -0.5 1.1
C 5.464 -4.976 1.620 0.5 -0.2 -0.5
O 6.620 -5.636 1.792 -0.1 0.1 0.5
C 5.425 -3.935 0.558 -0.4 1.5 -2.3
O 6.403 -3.520 -0.103 -2.0 -1.4 2.1
C 4.020 -3.461 0.286 -0.7 -0.8 0.7
C 2.937 -3.901 0.998 -1.2 0.8 0.5
O 1.693 -3.396 0.882 0.7 0.7 -1.4
H 4.597 -6.051 3.099 -0.3 -0.3 0.1
H 7.326 -5.179 1.330 0.2 0.3 -0.4
H 3.783 -2.778 -0.516 0.5 0.2 0.0
H 1.113 -3.771 1.548 -0.1 -0.5 0.4
C -0.780 8.239 3.802 -0.3 -0.8 -0.4
N -1.576 7.305 2.946 -2.5 0.4 -1.5
O -1.497 7.471 1.719 0.6 -0.4 1.7
O -2.429 6.585 3.463 1.4 0.4 -0.1
H -1.185 8.184 4.813 0.3 -0.1 -0.2
H -0.946 9.214 3.343 0.4 -0.1 0.2
H 0.230 7.848 3.682 0.1 0.6 0.3
C 0.078 2.069 -1.039 0.5 0.2 -0.7
N -0.125 2.177 0.458 0.5 -2.8 0.7
O -1.245 1.873 0.850 0.4 1.0 -0.5
O 0.845 2.233 1.212 -0.6 0.9 -1.1
H 0.266 3.047 -1.482 -0.9 0.2 0.2
H -0.730 1.456 -1.439 -0.3 0.8 0.1
H 0.979 1.560 -1.383 0.3 -0.3 1.2
C 5.534 8.224 -1.021 0.8 0.3 -0.8
N 4.529 7.989 0.029 0.2 0.3 -1.3
O 4.604 8.783 0.957 -0.9 -1.3 0.0
O 3.686 7.149 -0.265 0.2 0.8 1.5
H 5.598 7.426 -1.761 -0.3 -0.2 0.5
H 6.511 8.425 -0.584 -0.3 0.0 0.1
H 5.165 9.112 -1.534 0.2 0.1 0.1
C -5.699 6.931 -3.912 -0.9 -0.9 -1.1
N -5.022 5.648 -4.418 1.0 -0.9 1.7
O -4.982 4.676 -3.631 -0.2 2.0 -1.7
O -4.591 5.649 -5.559 -0.5 0.1 0.9
H -6.017 6.873 -2.871 0.5 -0.3 -0.2
H -6.563 6.833 -4.569 -0.5 0.5 0.3
H -5.217 7.866 -4.197 0.6 -0.5 0.1
C -4.292 -4.987 1.900 -0.5 -0.4 -1.1
O -3.509 -5.780 0.990 0.4 0.6 0.8
C -4.167 -6.990 0.746 -0.3 -1.4 -1.6
C -3.372 -7.854 -0.325 0.3 0.5 1.0
C -4.106 -8.932 -1.112 -1.4 0.4 -0.2
N -2.196 -8.461 0.264 0.4 -0.3 1.1
H -3.883 -3.992 2.075 0.5 -0.4 0.0
H -4.521 -5.520 2.823 0.4 0.0 0.2
H -5.253 -4.849 1.404 -0.3 0.3 0.1
H -4.318 -7.532 1.680 0.0 -0.3 0.2
H -5.136 -6.797 0.286 -0.5 0.2 0.1
H -3.006 -7.044 -0.956 -0.1 -0.2 -0.7
H -4.976 -8.444 -1.553 0.0 -0.2 -0.5
H -4.528 -9.787 -0.585 0.0 0.3 1.0
H -3.556 -9.491 -1.869 0.6 0.9 -0.2
H -2.423 -9.408 0.531 0.0 -0.5 -0.3
H -2.113 -8.059 1.186 0.7 0.5 0.2
C 8.010 3.112 -0.280 0.4 1.3 1.4
O 7.852 3.355 1.133 -0.1 -0.9 -1.6
C 6.869 2.536 1.670 0.6 1.0 2.6
C 6.801 3.026 3.201 1.4 0.0 -1.2
C 8.080 2.724 4.032 -0.7 -0.4 -1.6
N 5.749 2.342 3.756 -2.6 -2.1 1.2
H 8.781 3.873 -0.399 0.2 -0.5 -1.4
H 7.102 3.338 -0.839 -0.2 0.3 0.0
H 8.274 2.085 -0.536 0.5 0.0 0.2
H 5.949 2.619 1.090 -0.6 0.4 0.3
H 7.098 1.470 1.653 0.5 -0.2 0.1
H 6.586 4.093 3.258 0.6 0.5 -0.6
H 7.946 2.890 5.101 0.1 0.9 -0.1
H 8.861 3.260 3.493 0.5 0.0 0.8
H 8.257 1.649 4.009 0.2 -0.1 -0.4
H 5.637 2.509 4.745 -0.3 0.1 -0.1
H 4.906 2.535 3.234 -0.4 -0.1 0.5
C -3.174 -2.650 -10.439 -1.3 0.4 -0.3
O -3.974 -2.349 -9.292 0.5 0.8 1.1
C -3.761 -0.996 -8.713 0.3 -2.3 -0.7
C -2.678 -1.062 -7.599 -1.8 0.8 -1.2
C -3.214 -1.371 -6.248 0.4 -2.7 0.6
N -2.114 0.235 -7.455 1.4 1.4 -0.4
H -2.836 -3.685 -10.493 0.0 0.0 0.6
H -2.324 -1.990 -10.609 0.1 0.1 0.3
H -3.889 -2.529 -11.252 0.4 0.0 -0.6
H -3.452 -0.376 -9.554 0.2 0.3 0.1
H -4.717 -0.629 -8.340 -0.1 -0.2 0.0
H -2.023 -1.859 -7.950 0.6 0.3 0.3
H -3.583 -2.395 -6.323 -0.9 0.0 0.2
H -3.925 -0.700 -5.766 0.0 0.1 -0.4
H -2.369 -1.573 -5.590 0.1 0.7 0.3
H -2.844 0.858 -7.141 -0.1 0.1 0.4
H -1.861 0.635 -8.347 0.4 0.0 -0.3
```
Forces are in eV/Å.

As for the SMILES: O=C1C=C(O)C(=O)C=C1O.O=C1C=C(O)C(=O)C=C1O.O=C1C=C(O)C(=O)C=C1O.O=C1C=C(O)C(=O)C=C1O.C[N+](=O)[O-].C[N+](=O)[O-].C[N+](=O)[O-].C[N+](=O)[O-].COC[C@H](C)N.COC[C@H](C)N.COC[C@H](C)N. The calculation puts the total energy at -108160.3683 eV. For the highest occupied orbital energy, the calculation gives -0.32271 Eh. The gap between HOMO and LUMO comes out at 6.90 eV.

Here are the Löwdin charges for atoms 1 to 99, given in e: 0.129, -0.340, 0.053, -0.176, 0.078, -0.301, 0.094, 0.086, -0.207, 0.096, 0.142, 0.103, 0.135, 0.108, 0.111, -0.298, 0.079, -0.160, 0.082, -0.348, 0.125, 0.058, -0.233, 0.116, 0.118, 0.103, 0.142, 0.106, 0.108, -0.308, 0.054, -0.173, 0.070, -0.285, 0.122, 0.075, -0.227, 0.090, 0.140, 0.093, 0.133, 0.110, 0.109, -0.277, 0.074, -0.257, 0.105, -0.272, 0.082, 0.086, -0.223, 0.097, 0.131, 0.113, 0.125, 0.106, 0.049, -0.432, 0.032, 0.053, 0.096, 0.099, 0.103, 0.039, -0.413, 0.050, 0.043, 0.096, 0.095, 0.089, 0.018, -0.444, 0.063, 0.065, 0.095, 0.099, 0.104, 0.052, -0.421, 0.036, 0.053, 0.094, 0.093, 0.094, -0.090, -0.185, -0.225, -0.413, -0.071, 0.025, 0.089, 0.084, 0.079, 0.122, 0.114, 0.129, 0.071, 0.073, 0.078

[3]
CF3NO2S | ωB97M-V/def2-TZVPD

XYZ file:
```
8
Properties=species:S:1:pos:R:3:forces:R:3
N -1.854 -0.468 1.588 1.3 -0.5 1.0
S -1.508 0.151 0.356 0.5 -0.4 -0.5
O -2.342 0.757 -0.592 -1.1 1.2 -1.7
O -0.098 0.217 -0.599 -3.3 0.8 0.8
C 1.140 -0.075 -0.265 1.3 -1.2 1.0
F 1.436 -1.172 -0.970 1.1 0.4 -0.3
F 1.890 0.995 -0.538 0.3 -0.8 -0.3
F 1.337 -0.405 1.019 -0.2 0.4 -0.1
```
Forces are in eV/Å.

As for the SMILES: N#S(=O)OC(F)(F)F. The calculation puts the energy relative to the best compared isomer or geometry (same formula, charge and spin) at 41.3 kcal per mole. The calculation puts the total energy at -25606.1782 eV. For the highest occupied orbital energy, the calculation gives -0.43968 Eh. The gap between HOMO and LUMO comes out at 10.21 eV.

So, what does the natural (NBO) scheme give us? The charges, in e, come out as: -0.749, 2.014, -0.831, -0.685, 1.163, -0.307, -0.296, -0.310

[4]
C4H16N4P | ωB97M-V/def2-TZVPD

XYZ file:
```
25
Properties=species:S:1:pos:R:3:forces:R:3
C 3.191 -1.634 -0.287 0.5 -0.8 2.6
C 2.560 -1.484 1.150 -1.0 -0.3 -0.4
C 2.132 -0.371 1.778 2.5 1.0 -3.3
C -3.302 1.859 -0.838 0.9 1.3 -2.7
N -0.022 -0.312 -0.620 -0.2 -0.1 -2.5
N -2.172 -0.473 1.515 2.1 -0.8 1.1
N -0.387 1.957 -2.214 -1.0 -0.8 1.0
N -2.346 1.036 -0.615 -1.2 0.9 0.3
P -0.598 1.344 -0.668 2.6 -1.1 0.0
H 4.294 -1.694 -0.227 -0.4 0.8 0.1
H 3.013 -2.594 -0.761 -0.8 -0.1 0.1
H 2.819 -0.816 -0.855 0.2 0.6 -0.8
H -1.136 -0.525 1.754 -1.4 -0.2 -1.0
H 2.179 -2.339 1.745 0.9 -0.2 -0.9
H 2.383 0.677 1.412 -0.6 -1.4 0.6
H 1.717 -0.535 2.699 -1.1 0.2 2.3
H -3.045 2.638 -1.706 -1.0 -1.4 2.2
H -4.312 1.837 -0.351 1.1 -0.2 -0.4
H 0.086 -0.799 -1.559 -0.5 0.9 1.5
H 0.723 -0.732 -0.024 -0.8 1.4 0.0
H -2.494 -1.443 1.476 0.1 0.2 0.0
H -2.471 -0.119 2.399 -1.0 0.4 0.7
H 0.244 2.703 -2.389 0.5 0.6 0.2
H -0.609 1.434 -3.028 -0.1 -0.4 -0.7
H -2.447 0.385 0.215 -0.2 -0.7 0.4
```
Forces are in eV/Å.

The total charge is +1. The calculation puts the energy relative to the best compared isomer or geometry (same formula, charge and spin) at 32.7 kcal per mole. The calculation puts the total energy at -19649.3318 eV. For the highest occupied orbital energy, the calculation gives -0.47053 Eh. The gap between HOMO and LUMO comes out at 8.62 eV.

So, what does the natural (NBO) scheme give us? The charges, in e, come out as: -0.672, -0.166, -0.442, 0.086, -1.229, -1.063, -1.177, -0.733, 1.339, 0.250, 0.234, 0.212, 0.396, 0.205, 0.202, 0.200, 0.222, 0.233, 0.397, 0.447, 0.398, 0.385, 0.427, 0.402, 0.450